Record 1
Density functional theory data (ωB97M-V/def2-TZVPD) for a single C3H3N3O2 molecule in a non-equilibrium geometry.

Calculated values
HOMO energy = -9.3 eV
charge = 0

Each line ends with the Mulliken charge.
Positions of all 11 atoms, in Å:
H: -2.966 -0.943 1.376  0.29
N: -1.773 -0.531 1.433  -0.67
C: -0.881 -0.546 0.447  0.60
N: -0.931 -1.078 -0.767  -0.46
C: 0.207 -0.736 -1.513  0.14
N: 1.148 0.296 -1.325  -0.50
C: 1.124 0.845 -0.147  0.72
O: 1.907 1.717 0.547  -0.49
O: 0.339 0.286 0.921  -0.39
H: 0.435 -1.523 -2.294  0.35
H: 1.391 2.213 1.321  0.41

=====

Record 2
Density functional theory data (ωB97M-V/def2-TZVPD) for a single C3H3N3O2 molecule in a non-equilibrium geometry.

Calculated values
HOMO energy = -9.9 eV
charge = 0

Each line ends with the Mulliken charge.
Positions of all 11 atoms, in Å:
C: -1.745 -0.746 -0.118  -0.88
C: -0.366 -0.145 -0.142  0.66
N: 0.675 -0.591 -0.944  -0.12
N: 1.796 -0.052 -0.877  -0.26
C: 2.077 0.863 0.209  0.63
O: 3.131 0.881 0.832  -0.46
O: 0.957 1.547 0.582  -0.15
N: -0.224 0.795 0.691  -0.28
H: -1.813 -1.726 -0.517  0.34
H: -2.483 -0.084 -0.685  0.23
H: -2.004 -0.744 0.970  0.28

=====

Record 3
Density functional theory data (ωB97M-V/def2-TZVPD) for a molecular structure, C3H3N3O2 in a non-equilibrium geometry.

Calculated values
HOMO energy = -9.0 eV
charge = 0

Each line ends with the Mulliken charge.
Positions of all 11 atoms, in Å:
C: -1.889 -0.771 -0.003  0.18
C: -0.584 -0.293 -0.185  0.03
C: 1.409 -0.019 -0.022  0.67
H: -3.608 -0.080 0.893  0.41
H: -2.485 -1.822 0.173  0.28
H: 2.770 -1.158 -0.170  0.37
N: -0.315 1.158 -0.046  -0.06
N: 0.972 1.248 -0.070  -0.41
N: 0.641 -1.067 -0.175  -0.55
O: -2.630 0.301 0.040  -0.43
O: 2.708 -0.278 0.260  -0.48

=====

Energy across the listed records, respectively: -430.74488, -430.73626, -430.68652 a.u..
Gap between HOMO and LUMO across the listed records, respectively: 8.43, 8.26, 7.65 eV.